<1>
Molecular formula: C2H5N3S
Method: DFT, ωB97M-V with the def2-TZVPD basis set

The structure (SMILES) is C=NS/C=N\N. The HOMO energy is -8.465 eV. The charge is 0. The frontier orbital gap is 9.278 eV.

Last columns: bonded neighbours and bond lengths (Å).
Geometry (Å):
1 C -2.865 -0.084 0.022  N2 1.269, H7 1.106, H8 1.072
2 N -1.751 0.487 -0.186  C1 1.269, S3 1.717
3 S -0.376 -0.542 -0.217  N2 1.717, C4 1.781
4 C 0.852 0.746 -0.174  S3 1.781, N5 1.260, H9 1.108
5 N 2.105 0.710 -0.040  C4 1.260, N6 1.392
6 N 2.676 -0.557 -0.121  N5 1.392, H10 1.027, H11 1.016
7 H -3.801 0.501 0.101  C1 1.106
8 H -3.082 -1.124 0.161  C1 1.072
9 H 0.386 1.735 0.010  C4 1.108
10 H 2.194 -1.346 0.327  N6 1.027
11 H 3.663 -0.525 0.116  N6 1.016



<2>
Molecular formula: C2H5N3S
Method: DFT, ωB97M-V with the def2-TZVPD basis set

The HOMO energy (spin up / spin down) is -7.932 / -7.618 eV. The charge is 0. The frontier orbital gap (spin up / spin down) is 7.683 / 7.352 eV.

Last columns: bonded neighbours and bond lengths (Å).
Geometry (Å):
1 C -0.001 -0.198 -0.062  C2 1.468, N3 1.358, N5 1.443
2 C 1.416 -0.262 0.316  C1 1.468, H8 1.081, H9 1.190, H10 1.067
3 N -0.844 -1.262 -0.020  C1 1.358, N4 1.261
4 N -2.071 -0.968 -0.036  N3 1.261, S6 1.614
5 N -0.743 0.992 0.279  C1 1.443, S6 1.672, H11 1.082
6 S -2.328 0.624 -0.104  N4 1.614, N5 1.672
7 H -0.194 -0.173 -2.041  no bonds
8 H 1.469 -0.319 1.394  C2 1.081
9 H 1.818 0.794 -0.058  C2 1.190
10 H 1.776 -1.204 -0.032  C2 1.067
11 H -0.298 1.975 0.363  N5 1.082



Each structure's energy above the most stable one, in hartree: <1> 0.0000; <2> 0.1008.



<1>
Molecular formula: C2H5N3S
Method: DFT, ωB97M-V with the def2-TZVPD basis set

The structure (SMILES) is [H]/N=C/NNC=S. The HOMO energy is -8.691 eV. The charge is 0. The frontier orbital gap is 9.341 eV.

Last columns: bonded neighbours and bond lengths (Å).
Geometry (Å):
1 H -1.599 2.567 -0.181  N2 1.141
2 N -1.179 1.525 -0.377  H1 1.141, C3 1.362
3 C 0.103 1.436 0.071  N2 1.362, N4 1.449, H8 1.130
4 N 0.785 0.221 0.472  C3 1.449, N5 1.418, H9 0.984
5 N -0.204 -0.743 0.149  N4 1.418, C6 1.345, H10 1.001
6 C 0.134 -2.001 -0.185  N5 1.345, S7 1.621, H11 1.228
7 S 1.678 -2.437 -0.420  C6 1.621
8 H 0.662 2.393 0.289  C3 1.130
9 H 1.686 -0.030 0.166  N4 0.984
10 H -1.122 -0.349 0.090  N5 1.001
11 H -0.943 -2.581 -0.074  C6 1.228



<2>
Molecular formula: C2H5N3S
Method: DFT, ωB97M-V with the def2-TZVPD basis set

The structure (SMILES) is [H]/N=C\NNC=S. The HOMO energy is -8.916 eV. The charge is 0. The frontier orbital gap is 9.116 eV.

Last columns: bonded neighbours and bond lengths (Å).
Geometry (Å):
1 H 2.783 0.068 0.661  N2 1.049
2 N 2.513 -0.666 -0.038  H1 1.049, C3 1.281
3 C 1.323 -0.443 -0.459  N2 1.281, N4 1.432, H8 1.050
4 N 0.459 0.598 0.012  C3 1.432, N5 1.391, H9 1.018
5 N -0.888 0.573 -0.333  N4 1.391, C6 1.362, H10 1.017
6 C -1.791 -0.259 0.255  N5 1.362, S7 1.656, H11 1.121
7 S -3.396 -0.347 -0.140  C6 1.656
8 H 0.785 -1.150 -1.018  C3 1.050
9 H 0.678 1.095 0.874  N4 1.018
10 H -1.180 1.382 -0.875  N5 1.017
11 H -1.285 -0.851 1.061  C6 1.121



Each structure's energy above the most stable one, in hartree: <1> 0.0399; <2> 0.0000.



<1>
Molecular formula: C7H8N2O
Method: DFT, ωB97M-V with the def2-TZVPD basis set

The structure (SMILES) is OC1Nc2ccccc2N1. The HOMO energy is -7.496 eV. The charge is 0. The frontier orbital gap is 8.431 eV.

Last columns: bonded neighbours and bond lengths (Å).
Geometry (Å):
1 O 1.779 -2.105 -0.928  C2 1.416, H11 1.012
2 C 1.393 -0.863 -1.489  O1 1.416, N3 1.435, N10 1.445, H12 1.096
3 N 1.661 0.199 -0.563  C2 1.435, C4 1.379, H13 1.025
4 C 0.507 0.394 0.166  N3 1.379, C5 1.365, C9 1.368
5 C 0.376 1.122 1.314  C4 1.365, C6 1.392, H14 1.126
6 C -0.899 1.303 1.841  C5 1.392, C7 1.406, H15 1.048
7 C -1.965 0.726 1.128  C6 1.406, C8 1.378, H16 1.065
8 C -1.843 0.096 -0.092  C7 1.378, C9 1.364, H17 1.080
9 C -0.563 -0.132 -0.504  C4 1.368, C8 1.364, N10 1.365
10 N -0.043 -0.753 -1.602  C2 1.445, C9 1.365, H18 1.035
11 H 1.310 -2.253 -0.044  O1 1.012
12 H 1.965 -0.837 -2.424  C2 1.096
13 H 2.540 0.147 -0.039  N3 1.025
14 H 1.214 1.586 1.905  C5 1.126
15 H -1.031 1.828 2.739  C6 1.048
16 H -2.947 0.888 1.506  C7 1.065
17 H -2.720 -0.178 -0.660  C8 1.080
18 H -0.732 -1.168 -2.254  N10 1.035



<2>
Molecular formula: C7H8N2O
Method: DFT, ωB97M-V with the def2-TZVPD basis set

The structure (SMILES) is [H]/N=C(\OC)[C@]12C[C@@]1(C#N)C2. The HOMO energy is -9.612 eV. The charge is 0. The frontier orbital gap is 10.240 eV.

Last columns: bonded neighbours and bond lengths (Å).
Geometry (Å):
1 H -2.078 0.450 -1.586  N2 1.017
2 N -1.151 0.817 -1.380  H1 1.017, C3 1.235
3 C -0.479 0.185 -0.560  N2 1.235, O4 1.348, C6 1.766
4 O -0.716 -0.926 0.165  C3 1.348, C5 1.503
5 C -2.082 -1.541 0.037  O4 1.503, H12 1.133, H13 1.122, H14 1.162
6 C 1.078 0.753 0.053  C3 1.766, C7 1.493, C8 1.485, C11 1.498
7 C 2.209 1.422 -0.656  C6 1.493, C8 1.542, H15 1.157, H16 1.138
8 C 2.412 0.104 0.119  C6 1.485, C7 1.542, C9 1.367, C11 1.509
9 C 2.905 -1.077 -0.361  C8 1.367, N10 1.148
10 N 3.325 -2.122 -0.581  C9 1.148
11 C 1.763 0.621 1.379  C6 1.498, C8 1.509, H17 1.161, H18 1.124
12 H -2.172 -2.380 -0.719  C5 1.133
13 H -2.904 -0.784 -0.059  C5 1.122
14 H -2.248 -2.080 1.053  C5 1.162
15 H 2.749 2.325 -0.175  C7 1.157
16 H 2.125 1.344 -1.788  C7 1.138
17 H 1.440 -0.244 2.083  C11 1.161
18 H 2.435 1.435 1.766  C11 1.124



Each structure's energy above the most stable one, in hartree: <1> 0.0000; <2> 0.1575.



<1>
Molecular formula: C7H8N2O
Method: DFT, ωB97M-V with the def2-TZVPD basis set

The structure (SMILES) is CC1=C\C=N/O/N=C/C=C\1. The HOMO energy is -8.371 eV. The charge is 0. The frontier orbital gap is 9.020 eV.

Last columns: bonded neighbours and bond lengths (Å).
Geometry (Å):
1 C 0.386 0.921 0.825  C2 1.509, H11 1.097, H12 1.148, H13 1.048
2 C 0.106 0.343 -0.540  C1 1.509, C3 1.344, C10 1.524
3 C -0.861 0.831 -1.336  C2 1.344, C4 1.466, H14 1.070
4 C -2.027 1.416 -0.668  C3 1.466, N5 1.266, H15 1.030
5 N -2.772 0.751 0.110  C4 1.266, O6 1.311
6 O -2.703 -0.497 0.507  N5 1.311, N7 1.392
7 N -1.824 -1.352 -0.151  O6 1.392, C8 1.223
8 C -0.935 -2.035 0.337  N7 1.223, C9 1.536, H16 1.059
9 C 0.354 -2.121 -0.494  C8 1.536, C10 1.314, H17 1.052
10 C 0.872 -0.950 -0.792  C2 1.524, C9 1.314, H18 1.063
11 H 0.502 -0.022 1.372  C1 1.097
12 H -0.492 1.561 1.198  C1 1.148
13 H 1.213 1.548 0.969  C1 1.048
14 H -0.893 0.588 -2.377  C3 1.070
15 H -1.987 2.439 -0.559  C4 1.030
16 H -0.853 -2.277 1.364  C8 1.059
17 H 0.750 -3.090 -0.598  C9 1.052
18 H 1.801 -0.904 -1.306  C10 1.063



<2>
Molecular formula: C7H8N2O
Method: DFT, ωB97M-V with the def2-TZVPD basis set

The structure (SMILES) is C/C(O)=N/C=C\C=C/C#N. The HOMO energy is -8.431 eV. The charge is 0. The frontier orbital gap is 8.182 eV.

Last columns: bonded neighbours and bond lengths (Å).
Geometry (Å):
1 C 2.249 1.347 0.239  C2 1.453, H11 1.112, H12 1.184, H13 1.092
2 C 1.343 0.225 0.421  C1 1.453, O3 1.374, N4 1.227
3 O 1.842 -0.928 -0.137  C2 1.374, H14 0.957
4 N 0.284 0.285 1.036  C2 1.227, C5 1.387
5 C -0.684 -0.620 1.447  N4 1.387, C6 1.346, H15 1.061
6 C -1.655 -1.191 0.711  C5 1.346, C7 1.427, H16 1.025
7 C -1.975 -1.047 -0.673  C6 1.427, C8 1.427, H17 1.107
8 C -1.561 0.075 -1.452  C7 1.427, C9 1.372, H18 1.119
9 C -1.022 1.265 -1.034  C8 1.372, N10 1.142
10 N -0.451 2.221 -0.782  C9 1.142
11 H 2.248 1.951 1.172  C1 1.112
12 H 1.500 2.010 -0.396  C1 1.184
13 H 3.226 1.143 -0.205  C1 1.092
14 H 1.247 -1.677 -0.157  O3 0.957
15 H -0.502 -0.848 2.468  C5 1.061
16 H -2.157 -2.012 1.067  C6 1.025
17 H -2.263 -1.978 -1.199  C7 1.107
18 H -1.670 -0.222 -2.525  C8 1.119



Each structure's energy above the most stable one, in hartree: <1> 0.1768; <2> 0.0000.